137
Properties=species:S:1:pos:R:3 method="wB97M-V/def2-TZVPD" gap_ev=8.422 total_energy_ev=-310522.7389 largest_force_ev_per_a=6.8 multiplicity=1
I -3.8315 -2.2611 -5.7881
Br -4.9516 -2.9514 3.0616
Br -4.3487 0.2019 2.7124
P 0.1106 3.9609 2.0854
P 1.9878 0.9620 0.1887
F -4.7873 5.1435 -0.1550
F 0.9153 -8.6571 4.5421
F -3.6231 4.3000 -2.2014
F 7.8626 -5.7357 -0.4964
F 0.6358 6.0594 -6.5454
F 0.4159 -5.6464 1.5187
F 5.4931 -7.1265 -0.7079
F 2.0467 -7.8218 1.0361
F 5.5889 -1.9795 -3.9894
F 2.9671 6.8800 -5.0997
F 4.7919 -5.8001 -2.2751
F 0.0860 -9.4489 1.8755
F -3.3653 6.5469 -1.4525
F -0.0230 -7.2378 2.9265
F 5.4508 -4.1324 -3.7882
F 1.8461 8.4526 -6.6081
F 1.7888 -10.6266 4.7716
F 3.1257 -6.0803 1.7677
F 1.7255 8.3071 -3.7116
F 2.2969 10.3108 -5.5666
F 3.8999 -3.7037 -1.3724
F 3.0261 -2.8883 -3.1924
F 3.0552 4.8783 -5.9319
F -0.7419 -10.6430 3.4970
F 0.4524 4.3766 -5.1790
F 6.1136 -4.5080 -0.0883
F 0.1583 9.8018 -3.7787
O -0.3661 5.5943 2.6032
O -3.2224 4.6196 2.9556
O -0.2454 7.8328 -4.7268
O 2.6523 2.1478 -0.9640
O -4.2528 0.0120 -0.5813
O 2.5345 1.3532 1.7727
O 2.6349 -9.2929 3.2083
O -1.0665 5.0462 -1.0581
O 1.1758 4.1283 0.7401
O -1.2891 1.4517 2.0510
O 6.5404 -2.9181 -2.2140
O 2.7754 -0.3761 -0.2559
N 0.9779 3.4112 3.3802
N 1.7500 -2.6631 4.0074
N -2.5460 2.5786 4.3362
N -2.9303 0.1123 -0.6033
C -4.9684 1.2868 -0.6031
C 5.4099 -2.9771 -3.0821
C -3.6400 -0.4204 -3.1292
C -3.0928 -1.0584 1.7987
C -2.3087 3.2718 0.4323
C 0.0907 6.5120 -4.2919
C 0.9358 -6.3583 2.5552
C 2.2296 -7.0485 2.1380
C 2.4139 5.6483 -5.0114
C -1.4475 2.8347 1.7422
C 4.0818 -2.7736 -2.3430
C 2.8998 -7.8873 3.2379
C -2.8556 -0.7197 -4.5729
C 1.4246 -9.7005 3.8441
C 0.9125 5.6637 -5.2755
C 6.7680 -5.1589 -1.0853
C 1.3077 9.4109 -5.8131
C 5.9119 -6.2714 -1.6800
C 0.4169 -10.3153 2.8654
C -1.6024 3.1702 5.4005
C -0.8815 0.4823 1.0840
C 0.1189 0.9181 -0.1227
C -6.2805 1.0964 -1.6238
C -3.9372 2.9863 4.8661
C -2.1926 -0.4416 0.5724
C 0.7584 8.8226 -4.5079
C -2.5022 -0.4119 -1.9454
C 7.2909 -4.1309 -2.1013
C 0.6771 -2.0029 1.4612
C 0.0223 -0.6052 1.9917
C -3.9175 -2.4579 1.3728
C 0.2968 -0.4011 3.6295
C -2.9204 -3.7281 1.0875
C 1.4822 -2.8970 2.5589
C -2.1708 4.8270 -0.0659
C 1.1487 -1.4221 4.5778
C -3.5512 5.1269 -0.9689
B -2.4220 3.3824 3.0184
H 0.3027 6.2316 2.1862
H -1.3174 4.2841 5.1830
H 1.9363 -3.9157 2.1278
H -4.7803 2.8451 4.0651
H 0.4674 2.5424 3.6439
H 6.4746 -6.8564 -2.4122
H -2.1860 3.0612 6.4361
H 0.5113 6.5084 -3.2785
H -6.4883 -0.0639 -1.7262
H -0.6731 2.4447 5.4978
H 2.7539 -7.4633 4.2393
H -4.0314 0.6974 -3.2278
H -3.5016 -4.7417 1.3295
H 1.1063 -5.6613 3.3800
H -6.0686 1.5353 -2.6879
H 3.6324 1.8828 -0.9939
H 0.8237 -11.2193 2.4026
H -1.7708 -1.0729 -4.2858
H -2.0223 -1.4764 -1.9671
H -2.4406 -1.4743 2.7116
H 0.0098 0.0655 -0.9552
H 1.3123 -1.1992 5.7310
H -2.1861 2.6134 -0.5225
H -4.2819 2.0733 -1.1312
H 8.2726 -3.8063 -1.7349
H -3.4559 3.1601 0.7499
H -2.9290 5.2885 3.6461
H -1.6491 -1.4211 0.1479
H 4.0419 -1.7848 -1.8766
H 2.7674 0.5041 2.2849
H -0.8554 6.0261 -1.1251
H 0.5480 -2.2957 0.3124
H -3.9371 4.0297 5.3983
H -5.4217 1.6448 0.4105
H -2.4206 -3.7432 0.0296
H -4.1731 2.1895 5.7233
H -2.7301 0.3134 -5.1541
H 2.1233 4.3339 1.0192
H 0.5174 9.9148 -6.3774
H 3.9809 -7.8139 3.0668
H -1.6513 0.3307 -2.3356
H -0.1472 1.9174 -0.6805
H 2.6387 5.2363 -4.0241
H -4.7385 -2.2725 0.5632
H -4.5241 -1.1733 -2.9440
H -7.2491 1.6228 -1.1802
H -2.0517 -3.6730 1.8999
H -2.2018 5.6332 0.7785
H -0.1567 0.5410 4.2061
H 7.5006 -4.5763 -3.0819
H -0.8785 6.0094 -4.1854

143
Properties=species:S:1:pos:R:3 method="wB97M-V/def2-TZVPD" gap_ev=8.688 e_above_lowest_kcal_mol=6.1 total_energy_ev=-74850.0601 largest_force_ev_per_a=5.4 multiplicity=1
O 7.9945 -21.4709 26.5982
O 2.6235 -32.3706 30.1626
O 14.2710 -16.9268 34.5592
O 16.6465 -20.0111 36.5583
O 6.0217 -21.3087 17.4741
O 10.1727 -19.1933 25.8121
O 3.4741 -21.8948 13.0072
O 13.4083 -14.4821 22.9556
O 7.1042 -28.0346 33.1780
O 10.2025 -12.2092 18.5959
O 15.8977 -13.7963 24.0919
O 16.3326 -20.6983 24.2490
O -0.5203 -24.0515 30.2876
O 13.1851 -23.6238 25.3188
O 8.6229 -14.2715 19.7317
N 1.4637 -25.0108 27.1563
N 3.2595 -21.4508 16.2994
N 14.1372 -19.7397 35.0878
N 4.5991 -30.6001 32.0803
N 15.3113 -21.8900 26.8108
C -0.2329 -24.0645 31.7438
C 4.5145 -30.7762 30.6213
C 14.5474 -15.5190 34.2066
C 17.1412 -20.2517 37.9000
C 2.2848 -21.2882 15.1380
C 5.9087 -28.4914 32.6294
C 17.2403 -21.1762 25.2177
C 6.9814 -20.5288 16.7756
C 8.4047 -13.7902 18.4305
C 16.6682 -20.9418 22.8919
C 0.5355 -24.5543 29.4859
C 8.1308 -20.0901 26.8841
C 0.2659 -24.5862 27.9130
C 16.5430 -21.1285 26.5067
C 13.8525 -23.9803 26.4700
C 8.8093 -19.3076 25.7929
C 3.0785 -20.8046 13.8716
C 8.8604 -12.3871 18.1876
C -0.8919 -25.5047 27.4598
C 14.7237 -13.7758 24.9095
C 4.8340 -20.6606 17.9485
C 3.7225 -20.2563 16.9270
C 15.3704 -20.4184 34.6502
C 13.6848 -23.8065 24.1399
C 15.9324 -21.0311 35.9381
C 15.3076 -23.4027 26.6894
C 14.2577 -17.8253 33.4275
C 3.0635 -31.0256 30.1579
C 13.5322 -19.0802 33.8996
C 5.8216 -30.0278 32.6126
C 13.4722 -13.4853 24.0214
C 7.2604 -26.6464 33.1412
C 1.2546 -32.5552 30.0466
C 4.6723 -22.5549 13.4703
H 9.5378 -14.1893 20.0106
H 8.7258 -20.0399 27.7960
H 13.9110 -17.2904 32.5433
H 13.1414 -23.3033 23.3401
H 16.1359 -19.7286 34.2948
H 2.9270 -19.7066 17.4302
H 0.8651 -25.5674 29.7164
H 5.2110 -31.5734 30.3618
H 10.6030 -11.3573 18.4078
H 0.7844 -32.1415 30.9387
H 13.7170 -24.8831 23.9726
H 15.2579 -15.3383 33.3999
H 4.7923 -29.7912 30.2462
H 16.3376 -20.0615 26.5929
H 2.2434 -24.5277 27.5793
H 6.4703 -19.9325 16.0198
H 0.5409 -23.3492 32.0225
H 13.2807 -23.6114 27.3215
H 6.0260 -30.3273 33.6405
H 4.3362 -23.0291 14.3924
H 4.0662 -21.9852 16.0101
H 15.7058 -23.7512 27.6424
H 8.7242 -12.0610 17.1565
H 15.1980 -21.5487 36.5552
H 4.7994 -23.4096 12.8058
H 13.6158 -14.9818 34.0289
H 16.9088 -22.0036 22.8383
H 7.2559 -26.1362 32.1780
H -1.7710 -25.0654 27.9312
H -1.0506 -25.7112 26.4013
H 14.5375 -18.9434 35.5628
H 17.4815 -19.3427 38.3961
H 15.0839 -15.1018 35.0588
H 8.1560 -26.2586 33.6267
H 17.4238 -22.2330 25.0243
H 4.2861 -31.3955 32.6183
H 5.5932 -21.9719 13.4874
H 15.2374 -21.1827 33.8845
H 0.8526 -33.5650 29.9642
H 3.8678 -20.1020 14.1388
H 15.8587 -20.7687 22.1829
H 15.2668 -18.1224 33.1418
H 7.7847 -20.0449 17.3312
H 13.4618 -12.4959 23.5640
H 17.3375 -21.2173 27.2476
H 13.8755 -25.0555 26.6476
H 1.4794 -24.0176 29.5816
H -0.5708 -26.4461 27.9056
H 6.6610 -30.5415 32.1439
H 0.1530 -25.0146 32.1132
H 14.7630 -12.9908 25.6647
H 14.5422 -14.6892 25.4759
H 7.1745 -19.6428 27.1555
H 12.5418 -13.6177 24.5737
H 2.3963 -30.2800 30.5905
H 5.0321 -28.1516 33.1809
H 4.1476 -19.6189 16.1518
H 10.3300 -18.5244 25.1418
H 16.0092 -23.6074 25.8808
H 17.9239 -21.0075 37.9648
H 14.7213 -23.5218 23.9590
H 7.6641 -21.0476 16.1026
H 16.4189 -20.6810 38.5943
H 16.3404 -14.6460 24.0307
H 2.3284 -20.2358 13.3221
H 8.7047 -19.6239 24.7550
H 4.3974 -21.4106 18.6081
H 8.3258 -18.3509 25.9901
H 5.8706 -28.2189 31.5746
H 17.5025 -20.4093 22.4354
H 13.9678 -14.1474 22.2510
H 0.7809 -32.0111 29.2295
H 18.1375 -20.5626 25.1358
H 8.3190 -11.6241 18.7468
H 13.4381 -19.8966 33.1835
H 1.3980 -20.6789 15.3126
H 7.3843 -13.9971 18.1076
H 3.0845 -30.7385 29.1066
H 6.4983 -26.1688 33.7570
H 1.9832 -22.3274 15.0063
H 8.8098 -21.6285 26.1165
H 5.0098 -19.8255 18.6266
H 14.4829 -21.5941 26.3145
H 1.4383 -24.5355 26.2655
H 16.6711 -21.7946 35.6942
H -1.1045 -23.7563 32.3213
H -0.0662 -23.6409 27.4838
H 8.9333 -14.4836 17.7763
H 12.5591 -18.7493 34.2625

9
Properties=species:S:1:pos:R:3 method="wB97M-V/def2-TZVPD" gap_ev=8.637 e_above_lowest_kcal_mol=16.6 total_energy_ev=-16057.3885 largest_force_ev_per_a=0.8 multiplicity=1
S 1.0710 0.1218 -1.7269
O -2.3294 0.0264 -1.7687
C -2.2029 0.6217 -0.8200
C 1.1932 0.2437 -0.1190
C 0.2532 -0.3571 0.8521
H 0.7697 -0.6444 1.7651
H -0.5138 0.3795 1.1068
H 2.0120 0.8286 0.2893
H -0.2529 -1.2203 0.4213